Molecular formula: C3H7NO2
Method: DFT, wB97M-V/def2-TZVPD

Element x y z (Å)
N: 1.69 -0.67 -0.87
C: 0.50 -1.02 -0.23
O: 0.07 -2.12 -0.51
C: -0.14 -0.07 0.70
C: -0.77 1.18 0.07
O: -2.04 0.78 -0.38
H: 2.19 -1.37 -1.26
H: 2.21 0.07 -0.64
H: -0.94 -0.53 1.34
H: 0.70 0.02 1.46
H: -0.89 1.92 0.82
H: -0.23 1.68 -0.75
H: -2.36 0.12 0.23

Output
Structure (SMILES): NC(=O)CCO
Multiplicity: 1
E_LUMO in eV: 0.73

=====

Molecular formula: C5H6BrN3O2
Method: DFT, wB97M-V/def2-TZVPD

Element x y z (Å)
C: 2.29 -0.85 -0.50
C: 1.02 -0.84 0.31
N: 0.05 -1.63 0.10
C: -1.23 -1.62 0.33
C: -2.06 -0.50 0.16
Br: -3.97 -0.74 -0.18
C: -1.60 0.82 0.05
N: -0.35 1.13 0.24
N: 0.22 2.37 -0.01
O: -0.49 3.30 -0.15
O: 1.42 2.42 -0.07
H: 2.18 -1.53 -1.24
H: 3.10 -1.12 0.35
H: 2.34 0.22 -0.81
H: 0.98 -0.42 1.22
H: -1.60 -2.55 0.47
H: -2.30 1.54 -0.28

Output
Structure (SMILES): C/C=N/C=C(Br)\C=N\[N+](=O)[O-]
Multiplicity: 1
E_LUMO in eV: -0.92

=====

Molecular formula: C28H41N5RuSSeSi
Method: DFT, wB97M-V/def2-TZVPD

Element x y z (Å)
Ru: -0.52 0.34 -0.19
C: -1.59 -1.78 1.35
C: -0.12 -2.16 1.29
N: 0.57 -1.32 0.28
C: 1.91 -0.88 0.68
C: 1.81 0.22 1.69
C: 2.76 0.35 2.68
C: 2.65 1.41 3.57
C: 1.57 2.26 3.46
C: 0.62 2.06 2.46
C: -0.59 2.98 2.44
N: -1.78 2.52 1.81
C: -2.75 1.66 2.46
C: -2.95 0.30 1.77
N: -1.63 -0.34 1.66
N: 0.76 1.07 1.56
H: -2.12 -2.39 2.09
H: -2.06 -1.93 0.38
H: 0.35 -1.97 2.26
H: 0.02 -3.22 1.06
H: 0.68 -1.83 -0.59
H: 2.42 -0.53 -0.22
H: 2.51 -1.71 1.09
H: 3.57 -0.36 2.75
H: 3.39 1.56 4.35
H: 1.44 3.08 4.16
H: -0.28 3.92 1.97
H: -0.81 3.24 3.48
H: -1.60 2.27 0.85
H: -3.73 2.14 2.52
H: -2.43 1.49 3.49
H: -3.38 0.39 0.78
H: -3.64 -0.28 2.39
H: -1.17 -0.17 2.55
C: -1.20 2.89 -6.38
Si: -1.86 1.42 -5.43
C: -0.76 -0.07 -5.61
C: -3.58 0.98 -6.04
C: -2.13 1.99 -3.63
C: -3.05 3.01 -3.42
C: -3.38 3.45 -2.15
C: -2.78 2.83 -1.07
N: -1.88 1.85 -1.21
C: -1.55 1.48 -2.46
S: -0.27 0.29 -2.40
H: -1.14 2.66 -7.44
H: -0.20 3.16 -6.04
H: -1.84 3.76 -6.27
H: -0.70 -0.31 -6.68
H: -1.17 -0.93 -5.09
H: 0.26 0.09 -5.24
H: -3.54 0.63 -7.07
H: -4.26 1.84 -6.02
H: -4.02 0.19 -5.43
H: -3.54 3.48 -4.27
H: -4.09 4.24 -1.99
H: -3.03 3.14 -0.06
C: 3.25 -7.79 -5.32
C: 2.82 -6.51 -4.66
C: 1.91 -5.65 -5.26
C: 1.54 -4.45 -4.68
C: 0.56 -3.57 -5.39
C: 2.10 -4.09 -3.43
Se: 1.71 -2.42 -2.71
C: 2.99 -4.98 -2.78
C: 3.55 -4.72 -1.41
C: 3.34 -6.16 -3.41
H: 2.80 -7.89 -6.31
H: 2.95 -8.66 -4.72
H: 4.33 -7.82 -5.43
H: 1.49 -5.93 -6.22
H: 0.22 -4.06 -6.31
H: 1.00 -2.61 -5.65
H: -0.31 -3.36 -4.77
H: 3.75 -3.66 -1.25
H: 4.47 -5.28 -1.26
H: 2.83 -5.04 -0.65
H: 4.03 -6.84 -2.92

Output
Charge: +1
Multiplicity: 2
E_LUMO (alpha / beta) in eV: -2.43 / -4.26

=====

Molecular formula: C33H23Br2FeN9S
Method: DFT, wB97M-V/def2-TZVPD

Element x y z (Å)
Fe: 1.06 0.29 -0.12
N: -0.80 -2.42 -3.60
C: 0.25 -1.85 -2.94
S: 1.41 -2.90 -2.24
N: 0.26 -0.53 -2.98
N: 1.10 0.15 -2.18
C: 1.71 1.14 -2.73
C: 2.46 2.04 -1.88
C: 3.26 3.07 -2.37
C: 3.92 3.89 -1.48
C: 3.77 3.67 -0.12
C: 2.96 2.63 0.30
N: 2.31 1.84 -0.56
H: -0.73 -3.39 -3.82
H: -1.39 -1.82 -4.15
H: 1.61 1.33 -3.79
H: 3.35 3.21 -3.44
H: 4.54 4.70 -1.84
H: 4.27 4.29 0.61
H: 2.80 2.43 1.35
Br: 0.84 0.16 6.51
C: 0.92 0.31 4.63
C: -0.05 1.03 3.95
C: 0.05 1.10 2.58
N: 1.03 0.51 1.89
C: 1.96 -0.18 2.56
C: 1.94 -0.31 3.94
C: 3.01 -0.78 1.70
C: 4.18 -1.32 2.20
C: 5.10 -1.82 1.30
Br: 6.71 -2.57 1.93
C: 4.85 -1.75 -0.06
C: 3.65 -1.19 -0.47
N: 2.75 -0.73 0.39
H: -0.86 1.52 4.47
H: -0.69 1.63 1.98
H: 2.68 -0.89 4.46
H: 4.38 -1.35 3.26
H: 5.56 -2.12 -0.79
H: 3.39 -1.14 -1.52
N: -9.04 -1.48 -0.45
C: -7.92 -1.27 -0.41
C: -6.50 -1.01 -0.35
C: -5.66 -1.52 -1.33
C: -4.30 -1.27 -1.27
C: -3.76 -0.52 -0.22
C: -4.62 -0.01 0.75
C: -5.98 -0.25 0.69
C: -2.29 -0.28 -0.15
C: -1.86 1.07 -0.31
C: -2.68 2.20 -0.47
C: -1.83 3.29 -0.59
C: -0.53 2.78 -0.51
N: -0.54 1.45 -0.33
C: -1.48 -1.36 0.01
C: -1.87 -2.75 0.07
C: -0.74 -3.49 0.10
C: 0.36 -2.55 0.06
N: -0.08 -1.30 0.11
H: -6.07 -2.10 -2.15
H: -3.63 -1.65 -2.03
H: -4.20 0.58 1.56
H: -6.64 0.14 1.45
H: -3.76 2.21 -0.52
H: -2.11 4.33 -0.74
H: 0.39 3.34 -0.56
H: -2.89 -3.12 0.08
H: -0.64 -4.56 0.08
H: 1.32 -2.78 0.50

Output
Multiplicity: 1
E_LUMO in eV: -0.93